Entry 1:
Below is one molecule with the formula C5H10N2, with properties calculated with wB97M-V/def2-TZVPD.

Geometry as XYZ:
```
17
Properties=species:S:1:pos:R:3:nbo_charge:R:1
C -0.918 1.557 -1.094 -0.413
N 0.081 0.557 -0.952 -0.278
N -0.394 -0.737 -1.165 -0.500
C -0.405 -1.435 0.099 -0.220
C 0.344 -0.678 1.114 -0.279
C 1.706 -0.289 0.746 -0.434
C 0.609 0.650 0.526 -0.074
H -1.221 1.687 -2.097 0.198
H -1.819 1.398 -0.463 0.162
H -0.522 2.532 -0.931 0.195
H -0.081 -1.248 -2.008 0.379
H 0.126 -2.391 0.007 0.190
H -1.464 -1.717 0.529 0.173
H 0.111 -0.928 2.127 0.232
H 2.351 0.072 1.636 0.212
H 2.389 -0.681 -0.044 0.229
H 0.556 1.655 1.004 0.228
```

The total charge is 0. As for the SMILES: CN1NC[C@H]2C[C@H]21. The electronic energy comes out at -305.90909 a.u. For the energy above the lowest of the compared OMol25 structures with the same formula, charge and spin, the calculation gives 301.3 kJ/mol.

Entry 2:
Below is C29H21Br4N4O4Pb as an isolated structure, with properties calculated with wB97M-V/def2-TZVPD.

Geometry as XYZ:
```
63
Properties=species:S:1:pos:R:3:nbo_charge:R:1
Pb -1.058 -0.007 1.405 1.526
O -4.395 2.889 6.710 -0.628
C -3.766 2.459 5.616 0.381
C -3.130 3.301 4.703 -0.332
C -2.509 2.745 3.606 0.079
N -2.489 1.430 3.369 -0.541
C -3.107 0.653 4.240 0.176
Br -3.104 -1.214 3.834 0.077
C -3.747 1.082 5.378 -0.326
H -4.393 3.850 6.773 0.497
H -3.127 4.374 4.850 0.234
H -2.005 3.363 2.872 0.215
H -4.229 0.401 6.064 0.257
C -1.107 -3.515 0.709 -0.654
C -1.735 -2.799 -0.451 0.266
C -2.260 -3.510 -1.546 -0.257
C -2.780 -2.831 -2.612 -0.093
C -2.784 -1.420 -2.622 -0.143
C -3.238 -0.627 -3.696 -0.087
Br -3.924 -1.440 -5.270 0.074
C -3.183 0.739 -3.627 -0.233
C -2.694 1.363 -2.477 -0.153
Br -2.609 3.249 -2.406 0.092
C -2.258 0.658 -1.355 0.289
O -1.842 1.271 -0.278 -0.856
C -2.282 -0.771 -1.465 0.169
N -1.778 -1.483 -0.417 -0.579
H -0.880 -4.546 0.450 0.239
H -1.783 -3.524 1.568 0.236
H -0.183 -3.016 1.006 0.231
H -2.244 -4.591 -1.531 0.232
H -3.185 -3.369 -3.459 0.244
H -3.519 1.342 -4.458 0.251
C 1.748 0.079 4.422 -0.256
O 1.531 0.017 3.020 -0.506
C 2.617 0.058 2.200 0.222
C 3.907 0.106 2.659 -0.275
C 4.971 0.148 1.748 -0.107
Br 6.744 0.212 2.413 0.081
C 4.743 0.144 0.406 -0.202
C 3.421 0.096 -0.080 -0.230
C 2.311 0.046 0.801 0.446
O 1.102 -0.007 0.322 -0.875
C 3.158 0.107 -1.491 0.489
N 1.941 0.113 -2.040 -0.501
C 2.038 0.130 -3.422 0.172
C 1.080 0.144 -4.425 -0.232
C 1.541 0.154 -5.728 -0.193
C 2.909 0.150 -6.021 -0.193
C 3.865 0.137 -5.023 -0.211
C 3.404 0.128 -3.716 0.092
N 4.061 0.113 -2.490 -0.493
H 2.303 -0.793 4.774 0.190
H 0.761 0.084 4.880 0.203
H 2.278 0.992 4.700 0.189
H 4.127 0.113 3.717 0.242
H 5.585 0.184 -0.272 0.214
H 1.127 0.116 -1.426 0.480
H 0.022 0.150 -4.196 0.236
H 0.831 0.167 -6.544 0.232
H 3.227 0.158 -7.054 0.232
H 4.922 0.135 -5.254 0.232
H 5.057 0.112 -2.359 0.437
```

The total charge is +1. The electronic energy comes out at -12126.51990 a.u. For the energy above the lowest of the compared OMol25 structures with the same formula, charge and spin, the calculation gives 12.2 kJ/mol.

Entry 3:
Below is C16H40AlClFNO9PS3 as an isolated structure, with properties calculated with wB97M-V/def2-TZVPD.

Geometry as XYZ:
```
73
Properties=species:S:1:pos:R:3:mulliken_charge:R:1
C -2.643 -1.207 -1.649 -0.121
C -2.445 -2.616 -2.288 -0.587
C -1.323 -3.484 -1.589 -0.236
O -0.103 -3.473 -2.308 -0.642
Al 0.959 -1.988 -2.037 -0.195
C 0.561 -0.453 -3.368 -1.031
C 0.418 0.966 -2.698 0.369
C 0.663 2.063 -3.798 -0.562
F 1.295 3.208 -3.286 -0.290
C 2.885 -2.608 -2.501 -0.902
C 3.897 -1.444 -2.701 -0.875
C 4.020 -0.502 -1.477 1.086
C 5.355 0.322 -1.560 -0.885
S 5.081 2.086 -1.126 1.057
O 6.090 2.917 -1.845 -0.609
O 3.722 2.514 -1.559 -0.432
Cl 5.340 2.418 0.905 -0.249
P 1.065 -1.202 0.191 0.186
N -0.352 -1.093 0.973 -0.273
H -3.395 -0.653 -2.243 0.349
H -3.035 -1.296 -0.621 -0.140
H -1.660 -0.712 -1.606 -0.283
H -3.401 -3.171 -2.118 0.427
H -2.312 -2.592 -3.387 0.233
H -1.713 -4.533 -1.647 0.310
H -1.228 -3.259 -0.506 0.116
H 1.390 -0.365 -4.112 0.505
H -0.367 -0.632 -3.954 0.443
H -0.597 1.164 -2.308 0.344
H 1.122 1.151 -1.866 -0.300
H -0.301 2.357 -4.264 0.257
H 1.316 1.693 -4.612 0.322
H 2.765 -3.210 -3.429 0.281
H 3.167 -3.311 -1.684 0.375
H 3.708 -0.903 -3.652 0.224
H 4.910 -1.910 -2.842 0.490
H 3.148 0.178 -1.490 -0.745
H 3.997 -1.036 -0.508 0.338
H 5.807 0.213 -2.562 0.375
H 6.049 -0.114 -0.817 0.406
H 2.036 -2.009 0.869 -0.050
H 1.628 0.123 0.141 -0.119
H -0.249 -1.692 1.797 0.121
O -2.646 -3.378 2.817 -0.635
S -3.049 -2.238 3.590 1.179
O -2.183 -1.656 4.579 -0.635
O -4.474 -2.562 4.280 -0.270
C -4.580 -3.746 5.073 -0.342
C -3.925 -3.583 6.433 -0.983
C -3.599 -0.964 2.502 -0.864
H -4.166 -4.603 4.536 0.325
H -5.646 -3.933 5.206 0.272
H -2.844 -3.475 6.338 0.300
H -4.124 -4.452 7.062 0.387
H -4.297 -2.688 6.934 0.250
H -4.287 -1.392 1.778 0.287
H -2.715 -0.564 1.999 0.268
H -4.082 -0.185 3.089 0.399
O -0.660 5.501 -0.745 -0.715
S 0.198 4.513 -0.147 1.158
O -0.091 3.112 -0.255 -0.497
O 0.391 4.878 1.414 -0.274
C -0.782 5.048 2.213 -0.397
C -1.424 3.719 2.571 -0.971
C 1.865 4.798 -0.654 -0.728
H -1.493 5.708 1.709 0.328
H -0.463 5.553 3.126 0.264
H -1.826 3.225 1.686 0.270
H -2.243 3.867 3.278 0.401
H -0.690 3.044 3.012 0.269
H 2.094 5.854 -0.530 0.436
H 1.944 4.512 -1.701 0.232
H 2.526 4.181 -0.052 0.198
```

The total charge is -1. The electronic energy comes out at -3703.95979 a.u.

Entry 4:
Below is C4H6N2O as an isolated structure, with properties calculated with wB97M-V/def2-TZVPD.

Geometry as XYZ:
```
13
Properties=species:S:1:pos:R:3:nbo_charge:R:1
C -2.013 -0.297 -0.452 -0.678
C -0.567 -0.234 -0.092 0.510
N 0.349 -1.048 -0.597 -0.563
C 1.485 -0.672 0.058 0.202
C 1.322 0.404 1.050 -0.049
O 2.006 0.985 -0.316 -0.656
N -0.073 0.635 0.806 -0.597
H -2.152 -1.008 -1.267 0.251
H -2.380 0.687 -0.760 0.236
H -2.602 -0.623 0.412 0.240
H 2.396 -1.242 -0.093 0.201
H 2.923 1.086 -0.021 0.492
H -0.634 1.261 1.362 0.410
```

The total charge is 0. The electronic energy comes out at -340.64825 a.u. For the energy above the lowest of the compared OMol25 structures with the same formula, charge and spin, the calculation gives 385.0 kJ/mol.

Entry 5:
Below is C23H23N2S2Se4Tc as an isolated structure, with properties calculated with wB97M-V/def2-TZVPD.

Geometry as XYZ:
```
55
Properties=species:S:1:pos:R:3:nbo_charge:R:1
Tc -2.847 1.733 1.033 0.016
C -4.482 3.285 1.988 -0.201
C -5.153 2.227 1.330 -0.250
C -4.818 1.026 1.984 -0.237
C -3.911 1.342 3.040 -0.287
C -3.713 2.739 3.034 -0.228
H -4.587 4.335 1.765 0.270
H -5.863 2.327 0.525 0.267
H -5.223 0.050 1.770 0.259
H -3.547 0.651 3.782 0.260
H -3.121 3.294 3.744 0.262
S -0.546 2.105 1.287 0.218
C 0.250 0.654 1.045 0.076
N 1.561 0.558 0.906 -0.329
C 2.149 -0.732 0.521 -0.236
C 1.508 -1.821 1.317 -0.232
N 0.050 -1.769 1.139 -0.318
C -0.633 -3.087 1.125 -0.256
C -0.461 -3.781 -0.206 0.016
C -1.199 -3.388 -1.324 -0.239
C -0.994 -4.009 -2.547 -0.182
C -0.054 -5.028 -2.666 -0.193
C 0.680 -5.424 -1.558 -0.197
C 0.477 -4.800 -0.333 -0.242
C -0.566 -0.619 1.014 0.106
S -2.244 -0.497 0.874 0.164
C 2.476 1.725 0.838 -0.256
C 3.103 1.839 -0.528 0.013
C 4.451 1.560 -0.718 -0.238
C 5.011 1.648 -1.988 -0.198
C 4.221 2.010 -3.070 -0.195
C 2.869 2.285 -2.882 -0.184
C 2.313 2.200 -1.615 -0.246
H 3.217 -0.700 0.713 0.244
H 2.003 -0.896 -0.549 0.232
H 1.738 -1.723 2.380 0.222
H 1.862 -2.787 0.967 0.247
H -1.678 -2.932 1.371 0.246
H -0.176 -3.681 1.916 0.225
H -1.939 -2.599 -1.237 0.222
H -1.575 -3.703 -3.410 0.226
H 0.101 -5.516 -3.621 0.229
H 1.406 -6.224 -1.643 0.228
H 1.045 -5.122 0.535 0.212
H 3.242 1.585 1.601 0.223
H 1.907 2.614 1.085 0.252
H 5.073 1.286 0.129 0.213
H 6.064 1.436 -2.130 0.227
H 4.657 2.082 -4.058 0.227
H 2.251 2.575 -3.723 0.224
H 1.261 2.426 -1.469 0.226
Se -2.998 2.271 -1.312 0.001
Se -1.252 3.622 -2.058 -0.083
Se -1.710 5.760 -1.155 0.179
Se -1.655 5.587 1.042 -0.204
```

The total charge is +1. The electronic energy comes out at -11482.45540 a.u. As for the multiplicity: 2. For the energy above the lowest of the compared OMol25 structures with the same formula, charge and spin, the calculation gives 145.6 kJ/mol.

Entry 6:
Below is a 3-piece molecular cluster, C7H14 overall, with properties calculated with wB97M-V/def2-TZVPD.

Geometry as XYZ:
```
21
Properties=species:S:1:pos:R:3:nbo_charge:R:1
C 0.676 -1.424 0.049 -0.398
C 1.689 -0.617 -0.194 0.017
C 2.976 -0.059 0.223 -0.451
C 2.366 0.270 -1.142 -0.454
H 0.589 -1.969 0.986 0.200
H -0.104 -1.568 -0.692 0.198
H 3.000 0.734 0.970 0.222
H 3.831 -0.729 0.256 0.222
H 2.812 -0.170 -2.030 0.221
H 1.980 1.277 -1.283 0.225
H 0.383 1.630 0.684 0.018
H 1.046 1.901 0.886 -0.026
C -2.021 1.367 0.528 -0.416
C -2.134 0.048 0.650 -0.163
C -2.707 -0.855 -0.404 -0.653
H -2.291 1.881 -0.393 0.191
H -1.656 1.985 1.344 0.203
H -1.831 -0.423 1.586 0.197
H -3.758 -1.072 -0.181 0.222
H -2.660 -0.390 -1.395 0.214
H -2.188 -1.818 -0.449 0.212
```

The total charge is 0. As for the SMILES: C=C1CC1.[H][H].C=CC. The electronic energy comes out at -274.96970 a.u. For the energy above the lowest of the compared OMol25 structures with the same formula, charge and spin, the calculation gives 384.8 kJ/mol.